(1)
{"formula": "H4S2Si", "method": "the ωB97M-V functional and the def2-TZVPD basis", "e_lumo_ev": [-1.32, -0.58], "de_lowest_kcal_mol": 94.58, "orbital_gap_ev": [8.4, 7.4], "species": ["Si", "S", "S", "H", "H", "H", "H"], "positions_angstrom": [[-0.142, 0.355, -0.573], [-2.168, 0.527, 0.250], [0.432, -1.557, 0.400], [0.141, 0.072, -2.079], [1.627, 2.312, 1.145], [-1.593, -0.211, 1.162], [1.703, -1.498, -0.305]], "forces_ev_per_a": [[0.2, -1.0, 0.2], [0.4, 0.6, -1.3], [2.0, 1.0, -1.7], [-0.5, 0.4, 0.9], [-0.2, -0.2, -0.3], [0.0, -0.5, 1.0], [-1.9, -0.2, 1.2]]}

***

(2)
{"formula": "H4S4", "method": "the ωB97M-V functional and the def2-TZVPD basis", "spin_multiplicity": 2, "e_lumo_ev": [1.99, 1.98], "s2": 0.7539, "de_lowest_kcal_mol": 9.83, "orbital_gap_ev": [2.1, 5.7], "total_charge": -1, "species": ["S", "S", "H", "H", "S", "S", "H", "H"], "positions_angstrom": [[-3.051, 2.383, 0.053], [-2.556, 3.736, -1.372], [-4.394, 2.689, 0.310], [-2.718, 2.886, -2.513], [3.484, -3.268, 1.581], [2.302, -2.846, -0.252], [3.113, -2.080, 2.049], [1.151, -3.581, -0.014]], "forces_ev_per_a": [[-1.1, -0.1, 0.8], [-0.3, -0.9, -1.7], [1.2, -0.1, -0.5], [0.2, 1.1, 1.4], [1.4, -0.5, 2.1], [-2.2, -0.1, -2.2], [0.0, 0.0, 0.2], [0.8, 0.5, -0.1]]}

***

(3)
{"formula": "H4SSi", "method": "the ωB97M-V functional and the def2-TZVPD basis", "e_lumo_ev": [-0.81, -0.76], "de_lowest_kcal_mol": 91.39, "orbital_gap_ev": [8.6, 7.3], "species": ["Si", "S", "H", "H", "H", "H"], "positions_angstrom": [[-0.241, -0.354, 0.045], [-0.115, 1.726, 0.666], [1.404, -2.511, 0.065], [-1.119, -0.870, 1.114], [-0.194, -0.083, -1.364], [0.265, 2.091, -0.526]], "forces_ev_per_a": [[1.8, -0.1, 1.5], [-0.1, -1.0, 0.9], [-1.0, 1.6, 0.0], [-0.4, -0.3, -0.6], [-0.7, -0.6, -0.9], [0.4, 0.4, -0.9]]}

***

(4)
{"formula": "H50O25", "method": "the ωB97M-V functional and the def2-TZVPD basis", "e_lumo_ev": -1.06, "de_lowest_kcal_mol": 91.39, "orbital_gap_ev": 8.2, "species": ["O", "H", "H", "O", "H", "H", "O", "H", "H", "O", "H", "H", "O", "H", "H", "O", "H", "H", "O", "H", "H", "O", "H", "H", "O", "H", "H", "O", "H", "H", "O", "H", "H", "O", "H", "H", "O", "H", "H", "O", "H", "H", "O", "H", "H", "O", "H", "H", "O", "H", "H", "O", "H", "H", "O", "H", "H", "O", "H", "H", "O", "H", "H", "O", "H", "H", "O", "H", "H", "O", "H", "H", "O", "H", "H"], "positions_angstrom": [[2.446, 2.008, -0.945], [2.905, 1.582, -1.669], [2.060, 1.288, -0.448], [-3.362, 3.373, 1.375], [-3.853, 3.007, 2.110], [-3.598, 2.821, 0.630], [-2.618, -1.686, -3.272], [-2.700, -2.256, -4.037], [-3.518, -1.550, -2.976], [-3.194, 2.309, -3.869], [-3.619, 2.795, -4.576], [-2.508, 1.803, -4.304], [-1.689, -2.367, 3.665], [-2.249, -1.724, 4.100], [-0.973, -2.517, 4.283], [-3.246, 1.363, 3.573], [-2.930, 1.718, 4.403], [-2.464, 1.008, 3.150], [-1.275, 5.044, 0.455], [-0.843, 5.023, -0.399], [-1.628, 4.162, 0.567], [-1.506, 0.796, 1.644], [-0.573, 0.872, 1.443], [-1.947, 1.146, 0.870], [4.713, -2.297, -0.410], [3.887, -2.736, -0.205], [5.119, -2.139, 0.442], [4.558, 0.547, 0.564], [4.455, -0.095, -0.138], [5.464, 0.847, 0.485], [1.656, 1.822, -3.969], [1.189, 1.339, -4.650], [1.446, 2.740, -4.140], [2.410, -4.244, 3.109], [1.795, -3.524, 3.251], [1.875, -4.947, 2.740], [2.994, -1.025, 2.380], [3.337, -0.360, 1.783], [2.093, -0.751, 2.552], [0.688, -2.551, 5.077], [0.600, -1.600, 5.134], [1.149, -2.798, 5.878], [-0.445, 0.393, -5.173], [0.027, -0.328, -5.590], [-1.355, 0.274, -5.446], [-3.219, 1.074, -0.847], [-3.128, 0.148, -1.073], [-2.918, 1.541, -1.626], [-1.093, -5.099, 0.289], [-1.183, -6.038, 0.452], [-0.750, -5.042, -0.602], [-3.547, -3.866, 0.714], [-2.678, -4.235, 0.557], [-3.376, -3.011, 1.109], [4.737, -2.848, 3.232], [4.029, -2.362, 2.807], [4.310, -3.316, 3.949], [-0.941, 0.194, -2.290], [-1.527, -0.543, -2.460], [-0.287, 0.147, -2.988], [-1.651, 5.134, -3.091], [-1.751, 4.182, -3.082], [-0.969, 5.297, -3.742], [0.599, 0.056, -0.027], [0.032, 0.120, -0.796], [0.505, -0.851, 0.264], [4.146, 4.061, 0.342], [3.694, 3.217, 0.343], [4.602, 4.087, -0.500], [-0.151, -2.244, 1.262], [-0.775, -2.231, 1.989], [-0.056, -3.171, 1.045], [-0.631, 2.692, -1.498], [-1.081, 1.888, -1.756], [0.288, 2.438, -1.419]], "forces_ev_per_a": [[0.0, 0.6, -0.2], [0.0, 0.0, -0.3], [-0.4, -0.6, 0.4], [0.0, 0.3, -0.3], [0.1, -0.3, 0.4], [-0.2, -0.2, -0.3], [0.0, 0.0, 0.0], [0.1, -0.2, -0.2], [-0.4, 0.0, 0.1], [0.1, -0.2, 0.3], [-0.2, 0.3, -0.1], [0.3, -0.1, 0.0], [-0.2, 0.0, -0.4], [-0.4, 0.3, -0.1], [0.4, -0.4, 0.3], [-0.8, -0.1, 0.8], [-0.1, 0.2, 0.2], [0.6, 0.0, -0.9], [0.2, 0.4, 0.1], [0.1, 0.0, -0.3], [-0.2, -0.2, 0.2], [0.0, -0.4, 0.6], [0.4, -0.1, -0.3], [-0.3, 0.3, -0.3], [0.0, 0.3, -0.5], [-0.2, -0.1, 0.2], [0.2, -0.1, 0.5], [-0.2, 0.1, 0.2], [0.0, -0.5, -0.4], [0.2, 0.2, 0.2], [0.4, -0.2, 0.2], [-0.2, 0.1, -0.1], [-0.1, 0.3, 0.1], [0.0, -0.3, -0.1], [-0.3, 0.4, 0.1], [-0.1, -0.2, 0.0], [-0.5, -0.1, 0.1], [0.6, 0.5, -0.3], [-0.3, -0.1, 0.0], [-0.1, 0.0, -0.2], [0.2, 0.4, 0.0], [0.1, -0.2, 0.2], [0.1, 0.0, 0.0], [0.2, -0.3, -0.2], [-0.3, -0.1, -0.1], [-0.3, 0.0, 0.4], [0.0, -0.2, 0.2], [-0.2, 0.3, -0.4], [0.3, 0.2, 0.1], [-0.1, -0.3, 0.2], [0.1, 0.1, -0.3], [-0.6, 0.2, -0.1], [0.4, -0.2, 0.0], [0.0, 0.2, 0.2], [1.1, -0.2, 0.2], [-0.4, 0.3, 0.0], [-0.1, -0.2, -0.1], [0.1, 0.0, 0.2], [-0.2, -0.5, -0.3], [0.3, 0.2, -0.4], [-0.2, 0.4, -0.2], [0.0, -0.4, 0.3], [0.2, 0.1, -0.1], [1.0, 0.5, 0.3], [-0.4, 0.1, -0.5], [-0.2, -0.6, 0.5], [0.4, 0.4, 0.4], [-0.4, -0.4, -0.2], [0.0, 0.0, -0.2], [0.6, -0.1, -0.5], [-0.6, 0.3, 0.7], [0.0, -0.3, -0.1], [-0.5, 0.8, 0.0], [0.2, -0.2, 0.0], [0.7, 0.0, 0.1]]}

***

(5)
{"formula": "H56HfO28", "method": "the ωB97M-V functional and the def2-TZVPD basis", "e_lumo_ev": -10.22, "orbital_gap_ev": 9.7, "total_charge": 4, "species": ["Hf", "O", "H", "H", "O", "H", "H", "O", "H", "H", "O", "H", "H", "O", "H", "H", "O", "H", "H", "O", "H", "H", "O", "H", "H", "O", "H", "H", "O", "H", "H", "O", "H", "H", "O", "H", "H", "O", "H", "H", "O", "H", "H", "O", "H", "H", "O", "H", "H", "O", "H", "H", "O", "H", "H", "O", "H", "H", "O", "H", "H", "O", "H", "H", "O", "H", "H", "O", "H", "H", "O", "H", "H", "O", "H", "H", "O", "H", "H", "O", "H", "H", "O", "H", "H"], "positions_angstrom": [[0.182, 0.043, -0.223], [-0.180, 1.349, 1.787], [-1.045, 1.533, 2.154], [0.389, 2.018, 2.168], [0.822, -0.144, -4.861], [1.043, -0.996, -5.237], [1.003, 0.482, -5.563], [4.010, -2.241, 0.545], [4.911, -2.453, 0.304], [3.921, -2.556, 1.444], [1.873, 3.091, 2.388], [2.107, 3.773, 1.758], [2.594, 3.089, 3.017], [2.080, 0.168, -2.093], [2.574, -0.590, -2.405], [2.353, 0.885, -2.665], [1.542, -2.050, -0.494], [1.343, -2.892, -0.902], [2.431, -2.152, -0.152], [-3.201, -2.864, -1.054], [-3.734, -2.701, -1.833], [-3.696, -3.515, -0.557], [-2.584, 2.006, -3.198], [-2.615, 2.486, -4.027], [-3.236, 2.439, -2.647], [-1.873, -0.940, 0.792], [-1.972, -1.873, 0.986], [-2.617, -0.525, 1.227], [2.339, 0.503, 0.870], [2.654, 0.231, 1.732], [3.061, 1.009, 0.499], [-4.384, 1.261, -0.647], [-4.868, 1.923, -0.153], [-4.999, 0.968, -1.320], [3.206, -2.227, -3.012], [3.387, -3.167, -3.032], [3.403, -1.925, -3.898], [4.403, 1.992, 0.051], [4.816, 2.824, 0.284], [4.947, 1.643, -0.655], [-1.617, -2.399, 3.719], [-1.061, -1.821, 4.243], [-1.407, -3.280, 4.029], [0.382, 3.952, -3.089], [1.027, 4.645, -2.948], [0.221, 3.961, -4.032], [-1.828, 1.587, -0.361], [-2.781, 1.573, -0.454], [-1.607, 2.516, -0.295], [-0.871, -1.599, -1.597], [-1.143, -2.467, -1.300], [-1.276, -1.502, -2.459], [1.669, -3.768, 2.223], [1.470, -4.290, 3.000], [2.316, -4.287, 1.745], [0.609, -1.192, 1.885], [0.461, -0.763, 2.728], [0.998, -2.037, 2.112], [-2.601, 2.056, 2.958], [-2.749, 2.088, 3.903], [-3.473, 2.151, 2.575], [-1.263, 4.013, 0.145], [-1.545, 4.756, -0.387], [-1.241, 4.352, 1.040], [-0.783, -3.450, 0.681], [-0.036, -3.808, 1.160], [-1.456, -4.128, 0.745], [1.003, 2.374, -0.717], [0.492, 3.072, -1.128], [1.816, 2.800, -0.446], [-0.384, 0.694, -2.478], [-1.023, 1.291, -2.868], [0.206, 0.470, -3.198], [-4.252, -0.322, 1.986], [-4.948, -0.837, 2.394], [-4.623, -0.035, 1.152], [3.360, 0.126, 3.393], [3.278, 0.472, 4.282], [4.302, 0.122, 3.223], [-0.061, -0.202, 4.478], [0.791, -0.510, 4.787], [-0.089, 0.720, 4.733], [-2.187, -2.162, -3.962], [-2.235, -3.098, -4.154], [-2.251, -1.738, -4.817]], "forces_ev_per_a": [[-0.8, -0.3, 0.5], [0.4, -1.2, -1.3], [-1.5, -0.1, 0.2], [1.2, 0.5, -0.1], [0.0, 0.2, 0.4], [0.0, -0.4, -0.1], [0.0, 0.3, -0.4], [-0.3, 0.1, 0.1], [0.4, -0.1, -0.3], [0.0, 0.0, 0.5], [-0.2, -0.2, -0.2], [0.0, 0.4, 0.0], [0.2, 0.0, 0.4], [-0.3, 0.2, 1.0], [0.2, -1.2, 0.1], [-0.2, 0.6, 0.0], [-1.3, 1.1, 0.0], [-0.6, -0.1, -0.4], [1.3, 0.3, 0.5], [0.3, 0.0, 0.2], [-0.2, 0.1, -0.4], [-0.3, -0.3, 0.1], [0.2, -0.1, -0.2], [-0.2, 0.2, -0.4], [-0.2, 0.1, 0.2], [1.6, 1.2, -1.0], [0.6, -0.7, 0.1], [-0.7, 0.5, 0.6], [-1.9, -0.5, -1.6], [-0.3, -0.4, 1.1], [0.7, 0.7, -0.6], [0.0, 0.1, 0.3], [-0.4, 0.4, 0.2], [-0.2, -0.3, -0.4], [-0.2, 0.4, 0.1], [0.2, -0.3, 0.0], [0.3, -0.1, -0.4], [-0.4, 0.0, -0.1], [0.2, 0.3, 0.2], [0.3, -0.2, -0.3], [0.1, -0.3, -0.5], [-0.1, 0.4, 0.3], [-0.2, -0.3, 0.2], [0.0, -0.3, 0.5], [0.2, 0.4, -0.1], [-0.1, 0.1, -0.3], [2.0, -1.6, 0.1], [-0.9, -1.0, -0.4], [0.5, 1.0, 0.4], [1.7, 0.9, 1.2], [-0.4, -0.5, 0.8], [-0.4, 0.4, -1.1], [-0.2, 0.3, -0.2], [-0.1, -0.3, 0.5], [0.3, -0.3, -0.2], [0.1, 0.8, -1.2], [-0.7, 0.8, 0.5], [0.3, -0.9, -0.5], [0.6, 0.2, -0.3], [-0.1, 0.0, 0.4], [-0.3, -0.2, -0.1], [0.2, 0.4, -0.2], [-0.2, 0.4, -0.3], [0.0, 0.0, 0.5], [-0.4, 0.1, -0.6], [0.5, 0.0, 0.4], [-0.3, -0.4, -0.1], [-0.1, -1.2, 0.4], [-0.7, 0.2, -0.6], [0.5, -0.3, 0.3], [0.7, -0.4, 1.4], [-1.4, 0.7, 0.4], [0.7, -0.6, -0.5], [0.3, 0.4, -0.2], [-0.1, -0.3, 0.4], [-0.3, 0.1, -0.4], [-0.3, -0.1, -0.3], [0.0, 0.1, 0.4], [0.5, -0.1, 0.0], [0.3, -0.2, -0.5], [0.3, -0.1, 0.5], [-0.2, 0.3, 0.2], [0.1, 0.2, 0.4], [0.0, -0.4, -0.1], [-0.1, 0.2, -0.3]]}

***

(6)
{"formula": "H5N2OP", "method": "the ωB97M-V functional and the def2-TZVPD basis", "e_lumo_ev": 0.93, "de_lowest_kcal_mol": 80.68, "orbital_gap_ev": 10.3, "species": ["N", "O", "P", "N", "H", "H", "H", "H", "H"], "positions_angstrom": [[-0.625, -1.550, -1.408], [-0.764, -0.545, -0.281], [0.670, 0.062, 0.408], [0.594, 1.715, -0.160], [-0.878, -0.995, -2.214], [-1.265, -2.303, -1.065], [-0.155, 0.539, 1.490], [-0.437, 1.894, -0.395], [1.199, 1.826, -1.070]], "forces_ev_per_a": [[0.6, 0.6, 2.6], [0.4, -1.2, -1.0], [-1.8, 1.3, -0.1], [0.3, -0.4, -2.9], [-0.8, -0.5, 0.0], [0.4, 1.2, -1.2], [0.5, -0.8, 0.1], [2.1, 0.0, 0.3], [-1.8, -0.1, 2.2]]}

***

(7)
{"formula": "H5N2P", "method": "the ωB97M-V functional and the def2-TZVPD basis", "e_lumo_ev": 0.19, "de_lowest_kcal_mol": 99.63, "orbital_gap_ev": 8.9, "species": ["N", "N", "P", "H", "H", "H", "H", "H"], "positions_angstrom": [[-0.947, 0.622, 0.553], [0.083, 0.717, -0.439], [0.592, -0.547, -1.276], [-1.851, 0.277, 0.154], [-0.469, -0.169, 1.148], [1.329, 0.305, -1.869], [0.072, -1.335, -2.214], [1.566, -1.623, -1.088]], "forces_ev_per_a": [[1.2, -2.6, 1.7], [-1.7, -0.2, 0.4], [1.5, -0.5, 1.3], [1.1, 0.1, 0.4], [-2.4, 2.0, -0.5], [2.8, 1.5, -2.9], [-2.0, -0.8, -1.6], [-0.4, 0.5, 1.2]]}

***

(8)
{"formula": "H5N2PS", "method": "the ωB97M-V functional and the def2-TZVPD basis", "e_lumo_ev": 0.53, "de_lowest_kcal_mol": 72.59, "orbital_gap_ev": 9.0, "species": ["H", "P", "N", "N", "H", "H", "S", "H", "H"], "positions_angstrom": [[3.335, -1.085, -0.042], [1.916, -0.960, 0.268], [1.872, 0.488, -0.393], [0.897, 1.391, -0.443], [1.337, 2.258, -0.741], [-0.058, 1.291, -0.322], [-2.724, -0.682, 0.429], [-2.544, -2.025, 0.385], [-4.032, -0.676, 0.859]], "forces_ev_per_a": [[-0.7, -0.3, 0.2], [0.5, -0.2, -0.3], [-0.4, 0.4, 0.4], [3.8, 0.8, -0.8], [-1.2, -0.2, 0.0], [-2.0, -0.6, 0.5], [-0.5, -0.1, 0.2], [-0.4, 0.4, 0.1], [0.9, -0.3, -0.3]]}

***

(9)
{"formula": "H5N3OP", "method": "the ωB97M-V functional and the def2-TZVPD basis", "e_lumo_ev": 4.74, "de_lowest_kcal_mol": 40.62, "orbital_gap_ev": 6.3, "total_charge": -1, "species": ["N", "N", "N", "O", "P", "H", "H", "H", "H", "H"], "positions_angstrom": [[-0.292, 0.785, 1.348], [-1.480, 0.640, -0.982], [1.564, -1.102, -0.793], [0.984, -1.548, 0.434], [-0.134, 1.356, -0.096], [0.758, -0.812, 0.941], [0.161, 1.412, 1.994], [-1.630, -0.271, -0.594], [-1.356, 0.664, -1.995], [2.596, -1.405, -0.604]], "forces_ev_per_a": [[-0.7, -0.2, 0.3], [1.5, 1.2, 0.7], [1.7, 0.1, -0.1], [0.0, -3.2, -0.6], [-0.5, -0.2, -1.7], [-0.7, 2.2, 1.5], [0.5, 0.0, 0.3], [-0.3, -0.8, -0.2], [0.1, -0.4, 0.5], [-1.7, 1.1, -0.6]]}

***

(10)
{"formula": "H5N3S", "method": "the ωB97M-V functional and the def2-TZVPD basis", "e_lumo_ev": [-0.54, -0.54], "de_lowest_kcal_mol": 79.81, "orbital_gap_ev": [7.4, 7.4], "species": ["N", "N", "N", "S", "H", "H", "H", "H", "H"], "positions_angstrom": [[0.920, -0.708, 0.695], [-0.726, 1.445, 0.297], [0.426, -0.296, -0.483], [-0.768, -1.328, -1.017], [0.964, 0.062, 1.354], [0.541, -1.527, 1.173], [-0.053, 1.900, 0.892], [-0.930, 1.827, -0.599], [-0.374, -1.376, -2.313]], "forces_ev_per_a": [[0.7, -0.3, 1.6], [-0.2, -3.5, 0.1], [-1.0, 2.5, 0.4], [-0.4, -0.6, -0.6], [0.5, -0.2, -0.3], [-0.4, 0.2, -0.5], [0.5, 0.8, -0.7], [0.4, 1.0, -0.5], [-0.1, 0.2, 0.3]]}